[1]
{"formula": "C21H18N2O4S2Y", "method": "ωB97M-V/def2-TZVPD", "species": ["H", "H", "H", "H", "H", "N", "Y", "C", "C", "C", "C", "H", "O", "C", "C", "C", "C", "H", "S", "S", "H", "C", "C", "C", "C", "O", "O", "H", "C", "C", "C", "H", "H", "N", "H", "H", "C", "O", "C", "H", "H", "C", "H", "H", "H", "C", "C", "C"], "xyz": [[-2.1183, 0.4585, -4.7945], [5.1920, -0.8921, 4.6593], [0.3828, -4.1123, -5.7690], [-3.5984, 3.4932, 1.4855], [3.2232, -1.4199, -4.0492], [-0.4316, 1.2000, 1.3793], [0.0884, -0.4275, -0.1126], [1.2253, 0.2041, 2.5513], [3.9214, 0.3508, 5.8508], [-0.0657, -3.3532, -3.8185], [1.8329, 0.9808, 4.8498], [3.6158, -0.9843, 2.7548], [-1.0725, 0.8747, -1.2105], [-2.3435, 2.2098, 0.3074], [3.3666, -0.4310, 3.6491], [-1.9228, 0.6452, -3.7372], [-3.0923, 1.8537, -1.9881], [-0.9980, 1.2193, -3.6392], [-0.7171, -2.5782, -1.3320], [2.1324, -0.6815, -1.6553], [-5.2710, 3.8290, -0.2985], [0.3173, -2.5413, -2.7513], [2.7120, 1.0265, 5.9151], [-1.4299, 2.0198, 1.3945], [1.5090, -1.7975, -2.8585], [-3.0442, 1.3693, -3.2729], [1.3113, -0.7679, 1.7172], [4.6088, 0.3909, 6.6855], [1.9091, -2.7913, -5.0374], [-2.1200, 1.6021, -0.9676], [-4.3941, 3.2216, -0.4698], [-1.6005, 2.6267, 2.2886], [-4.9345, 2.7691, -2.5002], [0.3694, 1.1951, 2.4993], [0.8929, 1.5105, 4.8668], [2.5460, -2.9000, -5.9054], [4.2460, -0.3725, 4.7147], [-1.2998, -1.9317, 1.7341], [-4.2064, 2.6253, -1.7138], [-1.8078, -0.3126, -3.2230], [-0.5376, -2.2027, 2.2681], [2.1538, 0.2485, 3.7098], [2.4534, 1.5909, 6.8003], [-0.9918, -3.9025, -3.7298], [-1.5404, -2.6976, 1.1914], [0.7072, -3.4770, -4.9554], [2.2909, -1.9637, -4.0026], [-3.4681, 3.0237, 0.5210]], "forces_ev_per_a": [[0.0, 0.0, 0.0], [0.1, 0.0, 0.0], [0.0, -0.1, 0.0], [0.0, 0.0, 0.1], [0.1, 0.1, -0.1], [-0.7, 0.7, 0.7], [0.5, -1.9, -0.2], [-0.6, 0.5, 0.1], [0.1, 0.0, 0.1], [0.0, 0.0, -0.2], [0.0, 0.0, -0.1], [-0.1, -0.1, 0.0], [-0.8, 0.9, -0.4], [-0.3, -0.2, -0.9], [-0.2, 0.0, -0.1], [0.5, -0.4, -0.3], [0.0, 0.0, -0.1], [-0.1, -0.1, 0.0], [-0.4, -0.6, 0.1], [0.7, 0.1, -0.1], [0.0, 0.1, 0.0], [0.1, -0.1, -0.1], [0.0, 0.0, 0.1], [0.7, -0.2, 0.3], [0.0, -0.1, -0.1], [-0.3, 0.3, 0.6], [0.4, 0.1, 0.3], [0.0, 0.0, 0.0], [0.1, 0.0, -0.1], [-0.5, 0.6, -0.1], [-0.1, 0.0, 0.0], [0.2, -0.1, 0.0], [0.0, 0.0, -0.1], [0.3, 0.5, 0.9], [0.0, 0.0, 0.0], [0.0, 0.0, -0.1], [0.1, 0.0, 0.1], [0.0, 0.1, -0.2], [0.2, -0.1, 0.0], [0.0, 0.1, -0.1], [-0.1, 0.1, -0.2], [0.2, -0.1, 0.1], [0.0, 0.0, 0.1], [-0.1, 0.0, 0.0], [0.2, 0.0, 0.1], [0.0, -0.1, -0.1], [0.0, 0.0, -0.1], [0.1, -0.1, 0.1]], "nbo_charge": [0.173, 0.204, 0.195, 0.199, 0.208, -0.433, 1.844, 0.548, -0.222, -0.174, -0.200, 0.236, -0.850, -0.146, -0.212, -0.239, 0.242, 0.186, -0.479, -0.416, 0.202, -0.181, -0.225, 0.137, -0.169, -0.512, -0.826, 0.202, -0.244, 0.331, -0.262, 0.180, 0.213, -0.445, 0.235, 0.195, -0.210, -0.935, -0.234, 0.203, 0.500, -0.026, 0.203, 0.200, 0.500, -0.264, -0.217, -0.211], "total_charge": -1, "homo_lumo_gap_ev": 6.73, "energy_ha": -2056.4721, "homo_ev": -4.22}

=====

[2]
{"formula": "C18H54BeNO21", "method": "ωB97M-V/def2-TZVPD", "species": ["H", "C", "H", "H", "O", "H", "H", "O", "C", "O", "H", "H", "Be", "O", "O", "H", "H", "H", "H", "C", "H", "C", "H", "O", "H", "C", "C", "C", "H", "C", "H", "C", "C", "C", "H", "H", "C", "O", "O", "O", "H", "H", "H", "H", "H", "H", "O", "H", "C", "C", "H", "O", "H", "C", "H", "H", "C", "O", "H", "H", "H", "O", "C", "O", "C", "H", "H", "O", "H", "H", "H", "H", "H", "O", "O", "H", "H", "H", "H", "O", "H", "O", "O", "H", "H", "O", "H", "H", "H", "H", "H", "H", "H", "N", "H"], "xyz": [[1.0234, 2.5664, 7.5538], [-5.9589, -2.2879, -2.4698], [6.7515, -4.9367, 2.3224], [-5.0218, 7.3591, -4.5364], [1.6194, 7.8579, -4.6171], [4.5964, -7.8167, 4.2003], [3.2395, 2.1357, 6.8042], [0.2115, -1.0993, -0.3780], [2.3830, 1.7821, 6.2302], [8.7165, 3.6785, 0.5922], [2.9588, -5.1488, -3.5431], [8.1583, 2.4784, 2.1642], [0.9246, -5.9441, 0.9522], [-6.2893, -4.5037, -3.3440], [-2.8336, -4.7423, 2.7829], [-3.3525, 3.4538, -6.6468], [3.2976, 7.3365, -5.4910], [-6.5390, -2.8762, -4.5257], [5.8272, -5.8949, 4.6146], [-4.8271, 4.1655, 2.0883], [0.2365, -7.0611, -4.9319], [2.8377, 5.7185, -4.1783], [2.6155, 3.7647, -4.5763], [-6.5018, -2.4623, -1.1611], [-4.9036, -2.5602, -2.4543], [-2.9209, -4.1339, 3.9818], [-3.2266, 4.6262, -5.1622], [6.5978, 2.3677, 0.6699], [6.3341, 2.8120, -0.2898], [-6.1670, 3.6873, 2.6787], [1.3953, 8.5167, -5.2784], [2.4067, 6.8046, -5.1571], [7.7352, 3.0752, 1.3562], [-2.1170, -4.9885, 5.0148], [6.5290, -7.1443, 3.6715], [-7.1300, -4.9524, -3.2274], [5.7533, -6.3791, 3.6409], [4.7900, -4.5577, 2.2495], [4.5832, -7.1838, 3.4786], [-0.7366, -5.0575, 4.7579], [-2.2983, -4.5796, 6.0088], [5.2215, -3.7075, 2.1374], [1.5755, 1.0153, 8.0757], [-0.0838, 1.5316, 5.7680], [-4.8150, 5.2506, 1.9858], [5.8080, -6.1424, 1.5135], [0.1242, 0.9838, 6.5284], [-0.7310, -5.7073, -5.3965], [-6.6825, -3.1699, -3.4859], [-3.5351, 6.0897, -4.8175], [-2.1816, 4.3296, -5.2526], [2.1274, -5.6068, -3.3997], [-6.3062, 4.0611, 3.6931], [-0.0645, -6.0638, -4.6111], [1.0369, -4.1432, -4.4665], [9.1111, 3.0284, 0.0064], [1.2247, 1.5564, 7.1970], [-0.0596, 0.8731, 0.3831], [7.4849, 0.9050, -0.2910], [-1.6224, -5.9026, -3.5518], [-6.8364, 2.1270, 3.5351], [-6.2580, 2.2926, 2.7870], [5.8380, -5.5246, 2.4111], [1.9583, 2.7221, 5.2067], [1.2774, -5.2061, -4.4921], [-3.1540, 6.3908, -3.8417], [-2.3580, -3.2148, 3.8191], [6.9058, 0.9991, 0.4689], [-4.7265, 3.7550, 1.0836], [2.7742, 0.8513, 5.8196], [7.2659, 3.9195, 1.8613], [-7.0045, 4.0840, 2.1048], [3.6639, 6.1655, -3.6255], [-3.8297, 4.2257, -6.3336], [-0.0400, 0.5800, -1.6650], [5.6803, 2.3600, 1.2583], [-3.6568, 4.0270, -4.3597], [-7.7679, -3.1158, -3.4008], [-6.5696, -1.6110, -0.7226], [3.2310, 4.4675, -4.7973], [1.8948, 6.4230, -6.0405], [-4.9462, 6.4262, -4.7499], [-0.6832, -5.9366, -3.3561], [1.7657, -5.3620, -5.4541], [1.3839, 2.2932, 4.5682], [-3.7609, 3.7889, 2.9664], [-2.4698, -6.0194, 4.9859], [-3.9573, -3.9112, 4.2356], [-3.0476, 6.6640, -5.6053], [-3.5816, -4.4827, 2.2401], [-3.1138, 3.3376, 2.4194], [-5.9698, -1.2443, -2.7844], [2.0411, 5.6343, -3.4391], [-0.0216, 0.1028, -0.5539], [-0.2571, -5.0654, 5.5895]], "forces_ev_per_a": [[-0.5, 0.1, 0.2], [-0.1, 0.1, -0.3], [0.5, -0.5, 0.5], [0.2, 0.0, 0.0], [-0.7, -0.5, 1.6], [-0.2, -0.1, 0.0], [-0.1, 0.9, -0.3], [-0.6, 0.1, -0.1], [-0.4, -0.3, -0.1], [0.7, 0.0, -1.2], [0.1, 0.0, 0.1], [0.0, -0.5, -0.1], [0.0, 0.3, 0.0], [-0.3, -0.9, 0.2], [-0.3, -2.0, -3.0], [-0.2, 0.0, -0.2], [0.4, -0.5, -0.5], [0.7, 0.5, 0.0], [-0.5, 0.6, -0.1], [-0.7, -0.4, 0.7], [-0.2, -0.5, 0.6], [-0.5, 0.4, 0.5], [-0.2, 0.3, 0.1], [0.0, -0.1, -0.2], [0.1, -0.3, -0.1], [1.8, 0.7, 1.9], [-0.9, -0.2, 1.8], [0.2, -0.6, -0.5], [0.1, 0.4, -0.1], [0.2, 0.9, 0.4], [0.3, -0.2, -0.2], [0.5, 1.0, -1.8], [-1.4, 1.2, 1.6], [-1.3, 0.2, 0.3], [0.9, 0.5, -0.4], [0.4, -0.6, 0.1], [0.0, -1.3, -0.2], [-0.4, -0.2, 0.4], [-0.7, 0.3, 0.4], [0.6, 0.5, -0.7], [-0.1, 0.0, 0.1], [-0.2, 0.1, 0.1], [-0.5, -0.6, -0.2], [-0.1, 0.2, 0.1], [-0.3, 0.1, 0.1], [0.0, -0.4, 0.2], [-0.1, -0.6, 0.6], [0.3, 0.5, -0.2], [-0.3, 0.9, -0.2], [0.0, 0.6, -0.4], [0.5, 1.0, 0.6], [-0.9, 0.0, -0.6], [0.4, 0.6, 0.0], [2.5, 1.4, 0.4], [-0.1, 0.1, 0.4], [0.2, 0.0, -0.1], [1.1, 1.1, -0.7], [-0.5, -0.1, 1.1], [0.0, 0.0, 0.0], [-0.2, -0.1, 0.5], [0.1, -0.3, -0.1], [0.2, -0.8, -0.4], [0.5, 1.0, -0.9], [0.8, -0.3, 0.8], [-1.1, -0.8, -1.2], [0.7, -0.4, -0.1], [-0.1, 0.7, 0.9], [0.0, -0.8, -0.2], [0.2, -0.2, 0.0], [-0.4, -0.2, -0.4], [0.0, 0.2, 0.2], [0.0, 0.1, -0.4], [0.4, -0.6, 0.0], [-0.8, -0.1, -1.7], [-0.5, -0.3, -1.1], [0.2, 0.2, 0.3], [0.0, -0.2, 0.5], [-0.1, 0.4, 0.6], [0.0, 0.0, -0.1], [-0.1, 1.3, 0.3], [0.1, -0.5, 0.0], [0.6, -1.2, -0.5], [-0.8, -0.5, 0.1], [0.4, -0.1, -0.1], [0.2, -0.3, 0.0], [-0.1, -0.1, -0.6], [-0.6, 0.0, 0.0], [0.1, -0.1, 0.6], [0.0, 0.4, 0.0], [0.0, -0.1, -0.2], [0.1, 0.0, 0.2], [-0.3, 0.1, 0.0], [-0.2, -0.5, 0.0], [1.6, 0.1, 0.1], [0.0, 0.1, 0.0]], "lowdin_charge": [0.118, -0.236, 0.124, 0.078, -0.080, 0.083, 0.117, 0.192, -0.227, -0.037, 0.080, 0.124, 0.865, -0.057, -0.047, 0.089, 0.113, 0.114, 0.122, -0.225, 0.111, -0.222, 0.075, -0.066, 0.109, -0.263, -0.281, -0.244, 0.122, -0.264, 0.085, -0.257, -0.289, -0.227, 0.120, 0.087, -0.234, -0.086, -0.085, -0.073, 0.121, 0.079, 0.122, 0.072, 0.114, 0.118, -0.052, 0.118, -0.268, -0.213, 0.119, -0.078, 0.118, -0.229, 0.109, 0.087, -0.257, 0.211, 0.078, 0.085, 0.085, -0.065, -0.237, -0.067, -0.220, 0.114, 0.123, -0.079, 0.115, 0.112, 0.120, 0.113, 0.116, -0.045, 0.217, 0.118, 0.110, 0.121, 0.080, -0.063, 0.116, -0.071, -0.075, 0.108, 0.069, -0.065, 0.119, 0.131, 0.112, 0.105, 0.074, 0.115, 0.116, -0.597, 0.091], "total_charge": 1, "de_lowest_kj_mol": 910.0, "homo_lumo_gap_ev": 1.47, "energy_ha": -2366.7789, "homo_ev": -11.37}

=====

[3]
{"formula": "C29H44Br11ClIN4O2", "method": "ωB97M-V/def2-TZVPD", "species": ["H", "H", "Br", "H", "Cl", "H", "Br", "C", "H", "H", "C", "H", "H", "H", "H", "C", "O", "H", "C", "H", "H", "H", "H", "Br", "I", "N", "H", "Br", "H", "C", "C", "C", "Br", "H", "C", "C", "H", "C", "Br", "C", "C", "H", "H", "C", "H", "C", "H", "O", "H", "C", "Br", "H", "C", "Br", "Br", "C", "H", "C", "C", "H", "N", "N", "H", "C", "C", "C", "H", "Br", "C", "H", "H", "H", "C", "H", "H", "C", "H", "H", "Br", "H", "H", "H", "C", "C", "C", "H", "C", "H", "H", "N", "H", "H"], "xyz": [[-1.2117, 1.0223, -1.3820], [-0.5565, 0.4465, -5.2490], [-5.3413, 1.4543, -1.3788], [-6.2191, 5.5416, 1.9205], [-0.7000, 3.4490, -2.5011], [0.3204, -2.3187, 3.4521], [-5.0110, 4.8647, -0.6863], [2.8221, -5.4867, -3.2735], [-2.6279, -0.2657, 1.5420], [2.9635, -9.3609, -1.8080], [0.3731, -1.6115, 1.1729], [-7.0346, -1.7857, -0.2015], [5.5014, -9.0964, -0.0456], [-7.5056, 4.9030, -0.8280], [-4.9608, -0.9821, -1.2144], [-7.0567, 5.2332, 1.2886], [-1.2517, 4.2775, -0.0087], [-0.7877, -1.6112, 1.0336], [-0.6359, 3.0967, -0.6440], [1.5615, 3.9128, -0.2862], [0.3443, -3.6736, 2.1429], [2.0824, -0.2358, 1.3364], [-4.9986, -0.2543, 0.4123], [1.6094, 0.7001, -3.2598], [-1.2245, 0.3037, 3.8481], [-1.0902, 1.0453, 0.7800], [-6.8390, 6.5086, -0.4348], [2.5571, -3.8540, -4.3068], [1.4029, -1.2312, -4.7878], [6.4057, 4.5134, 1.0301], [4.9822, 4.5686, 1.9042], [0.3589, 0.9673, 1.0319], [1.0981, -2.5320, -0.4981], [-1.7102, 3.6188, 2.4721], [-0.7489, 5.5067, -0.6578], [-2.7587, 3.2309, 2.8148], [-3.9531, 2.0124, 1.1649], [-1.5468, 1.7054, -0.4610], [2.6497, -8.6419, 0.5647], [0.9510, 2.8870, -0.2937], [1.1098, 3.0750, 2.2180], [-3.5386, 4.0709, 2.4798], [7.1252, 5.4555, 0.9495], [6.9052, 3.1569, 0.2296], [3.0468, -5.1824, -2.2474], [4.0155, 3.2102, 2.0335], [2.7419, -3.6315, 1.7847], [2.7763, 3.3032, 4.2589], [1.8649, -7.3977, -2.9973], [1.6241, -6.4016, -3.3789], [-7.8503, 0.2002, 1.0226], [3.7070, -5.9585, -3.7096], [-5.5090, -0.3049, -0.5536], [5.1587, -7.3878, -1.8367], [0.1547, -5.7724, -2.2614], [0.7135, -0.8525, -4.0282], [-2.8870, 3.1497, 3.9881], [-3.2601, 1.8391, 2.1136], [2.6101, 3.2017, 2.9377], [3.4654, -10.6278, -0.6594], [1.2394, 2.1916, 1.0164], [-0.2047, 6.6728, -0.9121], [0.6172, -1.5932, -3.2294], [-6.9572, -0.7224, -0.4452], [4.9910, -9.1470, -1.0115], [2.4137, -2.8290, 2.5904], [-2.6915, 1.8837, -0.6048], [-7.4072, 3.3558, 1.6836], [0.7953, -2.6039, 2.4215], [4.7088, 5.5975, 2.4376], [3.0265, -1.8307, 2.5420], [1.2350, -6.4914, -4.3970], [4.5805, 1.8637, 1.2326], [0.2544, 2.8232, 2.9686], [5.5392, -9.8242, -1.6723], [-2.0494, 0.7378, 1.8365], [3.9576, 0.8768, 1.3213], [-0.9913, -1.2817, -5.2746], [-1.9755, -0.1842, -3.2910], [0.8812, 4.1759, 1.8163], [6.2359, 0.7844, -0.1781], [1.4849, 2.2348, -1.1394], [-6.8048, 5.4443, -0.1863], [3.5428, -9.5646, -0.9031], [5.9638, 1.8186, 0.3526], [-7.9591, 5.7636, 1.6053], [-0.6080, -0.4683, -4.6521], [7.8952, 3.0929, -0.4100], [2.5803, -3.2865, 3.6771], [1.0287, -0.2522, 1.1965], [-7.5365, -0.5188, -1.3501], [-3.9735, 1.3074, 2.9101]], "forces_ev_per_a": [[-0.7, 1.7, 2.1], [0.0, -0.2, 0.2], [0.1, -0.2, 0.2], [-0.2, 0.0, -0.3], [0.1, -0.4, 1.6], [0.8, -0.1, -2.2], [0.0, 0.1, 0.0], [0.1, 0.0, -0.2], [1.3, 2.0, 0.8], [0.2, 0.0, 0.2], [-0.2, -1.4, 0.6], [0.1, 0.2, -0.1], [-0.2, 0.0, -0.2], [0.2, 0.1, 0.3], [-0.1, 0.0, 0.1], [-0.3, 0.0, 0.2], [2.2, 2.4, -2.6], [2.4, 0.6, 0.3], [-0.1, -0.6, -1.7], [-1.6, -2.1, 0.0], [0.9, 2.5, 0.5], [-1.8, 0.2, -0.1], [-0.3, 0.0, -0.1], [0.0, -0.2, 0.0], [-0.2, 0.3, -1.0], [2.7, 0.0, 1.4], [0.0, -0.2, 0.1], [0.0, 0.0, 0.1], [-0.2, 0.1, 0.1], [-1.7, -3.2, -0.2], [1.3, -3.1, -1.6], [0.8, -1.4, 0.1], [-0.6, 0.8, 1.0], [-2.0, -0.9, 0.8], [3.6, 6.6, 0.4], [-1.5, 0.7, -0.2], [1.7, -0.3, 1.8], [1.8, 1.3, -2.0], [0.0, 0.0, -0.2], [1.2, 0.5, -1.2], [0.7, 2.0, 0.6], [1.7, -1.8, 0.7], [-2.0, -2.2, 0.3], [-4.1, -0.3, 2.5], [-0.1, -0.1, -0.3], [3.6, 0.2, -2.6], [-0.4, 2.0, 1.7], [-1.6, -0.5, -8.1], [0.1, 0.2, 0.0], [0.0, -0.1, 0.1], [0.0, -0.4, -0.2], [-0.3, 0.1, 0.0], [0.1, -0.1, -0.4], [0.1, -0.2, 0.2], [0.0, 0.0, -0.1], [0.1, 0.0, -0.1], [0.7, 0.1, -2.5], [-0.3, -0.2, 0.7], [2.0, 0.2, 5.4], [0.1, 0.2, -0.1], [-2.5, -1.6, -0.8], [-5.1, -10.6, 2.2], [0.0, 0.2, -0.3], [-0.1, -0.2, 0.3], [0.1, -0.1, -0.2], [-0.6, -0.6, 0.4], [2.1, -0.2, 0.9], [0.3, 0.4, -0.1], [0.2, -1.0, 0.0], [0.6, -2.6, -1.3], [-1.1, -2.0, 0.0], [0.2, 0.1, 0.2], [1.7, 2.9, -0.2], [1.9, 0.1, -1.2], [-0.1, 0.1, 0.1], [-3.4, -1.4, 0.2], [1.4, 2.1, -0.2], [0.1, 0.1, 0.1], [-0.1, -0.1, -0.3], [0.5, -2.3, 1.0], [-0.6, 2.7, 1.3], [-1.6, 1.4, 1.8], [0.0, 0.2, 0.0], [-0.1, -0.1, 0.2], [-1.3, 3.2, 2.0], [0.2, 0.0, -0.1], [0.0, -0.2, -0.1], [-2.3, 0.4, 1.6], [-0.3, 1.0, -2.5], [-2.3, 2.7, -0.1], [0.2, 0.0, 0.2], [1.6, 1.0, -1.8]], "lowdin_charge": [0.009, 0.063, 0.626, 0.050, 0.645, 0.061, 0.585, -0.746, 0.102, 0.042, -0.588, 0.063, 0.057, 0.060, 0.056, -0.678, -0.137, 0.112, -0.585, 0.169, 0.130, 0.147, 0.035, 0.665, 0.966, -0.107, 0.062, 0.661, 0.022, -0.049, 0.000, -0.136, 0.676, 0.055, -0.216, -0.142, 0.070, -0.125, 0.601, -0.134, -0.088, 0.088, 0.094, -0.057, 0.032, -0.068, 0.078, -0.016, 0.040, -0.673, 0.591, 0.007, -0.666, 0.682, 0.584, -0.711, 0.085, -0.279, -0.181, 0.063, -0.089, 0.146, -0.022, -0.668, -0.670, -0.138, 0.090, 0.569, -0.284, 0.104, 0.071, 0.059, -0.037, 0.085, 0.063, -0.640, 0.051, 0.068, 0.691, 0.156, 0.097, 0.061, -0.665, -0.689, -0.066, 0.062, -0.636, 0.095, 0.104, 0.097, 0.060, 0.121], "total_charge": 1, "homo_lumo_gap_ev": 6.48, "energy_ha": -30572.1058, "homo_ev": -10.85}

=====

Number 1 is which compound? C21H18N2O4S2Y